Record 1
Density functional theory data (the ωB97M-V functional and the def2-TZVPD basis) for 9 unconnected molecules or ions with the total composition C33H36O25 in a non-equilibrium geometry.

The geometry in XYZ format:
```
94
Properties=species:S:1:pos:R:3:forces:R:3
O 2.506889 -2.125202 2.171686 1.09 0.70 -0.13
C 3.566856 -1.543843 2.328334 -0.25 2.87 1.52
C 4.869288 -2.195083 2.413360 1.21 -1.01 -0.97
C 6.054576 -1.558773 2.425867 -2.08 0.85 -0.17
C 6.115805 -0.054071 2.549408 -1.42 -1.91 0.34
O 7.191100 0.434256 2.624238 2.32 1.52 -0.02
C 4.867246 0.700062 2.705362 -0.60 0.27 0.01
C 3.684768 0.056518 2.640297 0.89 -1.71 -0.85
H 4.841138 -3.266799 2.261155 0.01 -0.18 0.18
H 7.004863 -2.025703 2.304107 0.44 -0.46 0.15
H 5.021067 1.801834 2.899869 -0.56 -1.35 -0.25
H 2.783779 0.600495 2.718293 -1.02 0.27 0.14
O -0.263976 -4.401838 -6.027116 1.06 0.98 -0.03
C 0.239706 -3.282961 -6.028548 -0.60 0.03 -0.09
C 1.668113 -3.011541 -6.445403 -0.19 0.13 0.36
C 2.355942 -1.867862 -6.325451 -1.33 0.00 0.41
C 1.520236 -0.662357 -5.923271 2.14 -0.70 -1.42
O 2.032061 0.443188 -5.896838 -0.68 -0.32 0.37
C 0.086858 -0.896137 -5.754491 -1.23 0.55 0.40
C -0.549278 -2.082670 -5.691180 1.19 1.14 0.50
H 2.097870 -3.899057 -6.796918 0.94 -1.18 -0.48
H 3.433101 -1.762306 -6.529224 -0.74 0.02 0.02
H -0.412255 0.067520 -5.644280 -0.29 -0.37 0.39
H -1.539891 -2.144495 -5.265638 -0.26 -0.21 -0.48
O 1.400158 -0.890518 -2.741829 0.52 0.42 0.45
C 1.786078 -1.977693 -2.490763 -0.39 -2.25 -0.63
O 2.194726 -2.488885 -1.263515 -0.33 0.69 -1.43
C 2.038988 -3.915341 -1.300455 0.62 -0.20 -0.73
C 2.161090 -4.210210 -2.812417 0.99 0.47 0.89
O 1.777873 -3.006512 -3.472673 0.17 1.32 2.33
H 2.832541 -4.400633 -0.696828 -0.45 0.45 -0.41
H 1.072600 -4.176003 -0.918628 -0.50 -0.15 0.21
H 1.543550 -4.998159 -3.175533 -0.34 -0.66 -0.16
H 3.224785 -4.387062 -2.965363 -0.01 -0.22 -0.62
O -3.702380 -1.786222 1.266884 0.67 -0.37 2.61
C -3.541368 -1.901888 2.475576 -0.69 0.88 -1.19
O -2.649573 -2.737228 3.076066 -0.82 0.98 1.05
C -2.727110 -2.454342 4.539896 -0.05 0.24 -0.74
C -4.084393 -1.824887 4.685137 -0.27 1.00 0.09
O -4.272157 -1.156009 3.398177 1.10 -1.76 -0.42
H -2.548203 -3.341934 5.134722 -0.14 -0.31 -0.34
H -2.021271 -1.693434 4.840091 0.71 0.04 -0.50
H -4.065423 -1.044706 5.480261 -0.27 -0.64 -0.61
H -4.894054 -2.538116 4.824681 -0.09 0.05 0.05
O -0.771958 1.837841 4.801586 -2.39 0.02 -2.44
C -1.550621 1.971061 3.847915 2.18 -0.59 2.02
O -1.985914 0.954729 3.044751 0.81 1.23 0.36
C -2.755749 1.524823 1.941878 -0.19 0.26 1.18
C -2.434858 3.040795 2.060982 -1.31 -1.08 0.64
O -2.029880 3.174338 3.473793 -0.03 -0.52 -1.60
H -2.435263 1.076683 1.007872 0.16 0.06 0.01
H -3.758429 1.212536 2.175727 -0.53 0.32 -0.27
H -3.236678 3.755218 1.831038 0.07 -0.52 0.36
H -1.635925 3.192648 1.383572 1.08 0.66 -0.13
O -6.736198 1.929914 0.879528 1.93 -2.31 -1.69
C -6.101280 1.106904 0.207164 -2.10 2.63 1.59
O -6.674764 0.077404 -0.439678 0.51 0.29 0.57
C -5.634955 -0.734320 -0.980823 -0.16 -0.72 -1.26
C -4.394722 0.166003 -0.950910 -0.91 -0.63 -0.18
O -4.774654 1.189309 -0.021346 -0.32 -0.24 -0.02
H -5.527093 -1.660970 -0.417180 0.01 0.24 0.24
H -5.952515 -1.007154 -2.008599 0.36 0.21 0.55
H -4.244381 0.592949 -1.926130 0.29 0.43 -0.30
H -3.521321 -0.378301 -0.637495 0.15 0.22 0.31
O 2.634876 5.644691 -1.083056 0.98 1.19 0.51
C 2.007934 4.730136 -1.467365 -0.40 -0.58 -0.16
O 0.750698 4.474396 -1.028401 0.08 -0.06 0.09
C 0.357593 3.208697 -1.502680 0.12 -1.25 -1.77
C 1.326604 3.044776 -2.762602 -1.52 -0.37 1.72
O 2.436373 3.820569 -2.367556 0.08 0.24 0.22
H 0.418337 2.411786 -0.724871 0.36 0.61 -0.48
H -0.659222 3.207021 -1.897731 -0.09 0.32 0.36
H 0.876020 3.477506 -3.644432 -0.13 0.12 -0.26
H 1.561208 2.011366 -2.930018 0.50 -0.37 -0.13
O -1.994424 -1.139905 -2.320178 -1.37 0.15 -2.02
C -1.274853 -1.299940 -1.416318 1.37 0.13 1.22
O -0.668648 -2.490389 -1.124025 0.54 1.26 1.60
C -0.229788 -2.359903 0.318242 -2.29 0.94 -0.37
C -0.121021 -0.816661 0.432643 2.34 -0.14 0.11
O -0.960154 -0.273144 -0.547989 -0.86 -1.76 -1.35
H -1.135247 -2.752475 0.841378 1.06 0.18 0.09
H 0.698382 -2.872523 0.553019 -0.29 0.07 -0.21
H 0.927539 -0.521005 0.171147 -0.71 -0.22 0.36
H -0.395325 -0.309350 1.337528 0.05 -0.43 0.87
O 1.140552 1.756946 2.095366 0.26 -0.10 -0.73
C 1.350385 2.933520 2.199728 0.08 -1.79 1.16
O 2.485384 3.429763 2.743259 -1.17 0.47 -0.49
C 2.264096 4.844611 2.887007 1.64 0.60 0.05
C 0.773516 5.065529 2.658273 0.53 -0.63 0.54
O 0.409490 3.820656 1.942535 0.28 2.29 0.65
H 2.582002 5.128616 3.892240 -0.15 -0.08 -0.05
H 2.952126 5.365206 2.183585 -0.75 -0.28 0.18
H 0.665876 5.939848 2.010323 -0.68 -0.33 0.23
H 0.274531 5.103839 3.680186 0.03 -0.03 -1.69
```
Forces are in eV/Å.

Summary:
- Kohn-Sham gap (eV) = 8.6057
- structure (SMILES) = O=C1C=CC(=O)C=C1.O=C1C=CC(=O)C=C1.O=C1OCCO1.O=C1OCCO1.O=C1OCCO1.O=C1OCCO1.O=C1OCCO1.O=C1OCCO1.O=C1OCCO1
- HOMO level (eV) = -10.008

Record 2
Density functional theory data (the ωB97M-V functional and the def2-TZVPD basis) for a molecular structure, C4H12N4Si3 in a non-equilibrium geometry.

The geometry in XYZ format:
```
23
Properties=species:S:1:pos:R:3:forces:R:3
C 0.385232 -2.125432 0.119919 1.12 0.48 -0.36
C -2.686218 1.012519 -0.440484 1.34 1.45 -1.63
C 1.514187 -2.437370 -0.825786 -0.54 -0.78 -3.09
C -2.524715 0.342505 0.843791 -0.47 -2.93 1.10
N 0.431019 -1.199484 0.937199 1.93 1.89 1.01
N -1.848531 1.939939 -0.709250 -0.36 0.55 -0.69
N 2.325601 -1.235945 -1.032941 0.61 -0.84 0.50
N -1.572700 1.018891 1.640121 1.93 0.44 1.74
Si 2.593462 -0.102670 0.224822 -4.42 -1.19 -0.49
Si -0.787619 2.235240 0.625432 -1.61 -0.25 2.19
Si 1.295046 1.818083 -0.302866 1.83 0.77 -1.47
H -0.504976 -2.686017 0.036154 -1.17 -1.11 -0.15
H -3.289336 0.759689 -1.314993 -0.68 -0.65 0.73
H 2.090536 -3.304696 -0.463457 -0.09 0.26 -0.04
H 1.066148 -2.779745 -1.910873 1.05 0.75 2.60
H -3.450193 0.175481 1.425987 0.05 -0.07 -0.56
H -2.036006 -0.644704 0.636834 -0.98 0.02 -0.24
H 2.262662 -0.926102 -1.965901 -0.05 0.46 -0.94
H -1.132749 0.383946 2.370672 -0.67 1.33 -1.68
H 3.835724 -0.300862 0.895977 0.67 0.02 0.83
H -1.224789 3.480978 1.398176 1.06 -0.06 -0.82
H 0.955037 1.575981 -1.817599 0.28 0.02 1.26
H 2.303178 2.999776 -0.370935 -0.83 -0.57 0.18
```
Forces are in eV/Å.

Summary:
- Kohn-Sham gap (spin up / spin down) (eV) = 7.7773 / 7.7787
- HOMO level (spin up / spin down) (eV) = -8.089 / -8.090

Record 3
Density functional theory data (the ωB97M-V functional and the def2-TZVPD basis) for a molecular structure, C3H5NO2 in a non-equilibrium geometry.

The geometry in XYZ format:
```
11
Properties=species:S:1:pos:R:3:forces:R:3
C -1.101733 -0.721658 0.711091 0.09 0.13 0.12
C -0.028869 0.158968 0.142458 0.94 -1.66 -0.85
N -0.284655 1.356049 -0.609220 1.88 0.08 -2.59
O 1.279557 0.247377 0.670457 0.63 0.57 0.63
C 1.173953 -0.129898 -0.689858 -1.08 -1.45 0.84
O 1.047651 0.859064 -1.626296 -2.06 1.78 1.69
H -1.421951 -0.425316 1.714431 0.08 0.08 -0.11
H -0.708005 -1.741306 0.764577 -0.10 0.19 0.05
H -1.974008 -0.716864 0.049636 0.22 0.03 0.09
H 0.249955 2.124485 -0.196623 -0.32 0.11 0.28
H 1.768100 -1.010900 -0.930656 -0.28 0.14 -0.14
```
Forces are in eV/Å.

Summary:
- Kohn-Sham gap (spin up / spin down) (eV) = 9.4930 / 9.4924
- HOMO level (spin up / spin down) (eV) = -9.627 / -9.626

Record 4
Density functional theory data (the ωB97M-V functional and the def2-TZVPD basis) for 2 unconnected molecules or ions with the total composition C3H9NO2S in a non-equilibrium geometry.

The geometry in XYZ format:
```
16
Properties=species:S:1:pos:R:3:forces:R:3
N -0.507334 1.047658 0.155982 0.67 -0.87 -0.51
C 0.002131 0.611628 -1.161850 -0.85 0.49 0.20
C 0.708238 -0.719828 -1.062114 -0.51 -0.35 0.31
O 0.655926 -1.552668 -1.924802 0.28 -0.03 0.04
C -1.175094 0.496774 -2.116816 -0.22 -0.06 -1.37
S -2.004542 2.026444 -2.685406 0.44 0.13 0.36
H 0.298494 1.233768 0.734802 -0.13 0.33 0.39
H -1.042984 1.890892 0.028149 0.06 0.22 0.24
H 0.781974 1.299104 -1.528786 -0.25 0.08 -0.34
H 1.245544 -0.903594 -0.108598 0.11 0.03 -0.10
H -1.964636 -0.181786 -1.802967 0.25 -0.02 0.71
H -0.861061 0.068533 -3.070469 0.35 -0.03 0.14
H -1.836442 2.740224 -1.564154 -0.19 0.08 -0.06
O 1.858617 -2.707052 4.975766 -0.24 -0.19 0.85
H 1.310839 -3.143796 5.664440 0.59 0.47 -0.67
H 2.530336 -2.206298 5.466823 -0.35 -0.27 -0.18
```
Forces are in eV/Å.

Summary:
- Kohn-Sham gap (eV) = 9.9747
- structure (SMILES) = N[C@@H](C=O)CS.O
- HOMO level (eV) = -9.243

Record 5
Density functional theory data (the ωB97M-V functional and the def2-TZVPD basis) for a molecular structure, C2H2N4O2 in a non-equilibrium geometry.

The geometry in XYZ format:
```
10
Properties=species:S:1:pos:R:3:forces:R:3
C 1.642659 -0.832431 0.140079 -3.07 -7.30 0.68
C -0.292147 -0.184277 0.044477 -8.55 1.48 -0.11
N 0.314150 -1.298897 0.136148 4.06 -1.21 0.29
N 1.745853 0.464244 -0.030513 1.80 5.52 -0.70
N 0.490308 0.907720 -0.121797 3.82 2.01 -0.02
N -1.929578 0.170130 -0.054112 4.95 -2.96 0.47
O -2.566395 -0.849308 -0.084161 -1.29 -0.29 -0.12
O -2.275346 1.316248 0.029569 0.07 1.05 -0.14
H 2.483852 -1.561684 0.292810 -0.94 1.21 -0.24
H 0.386642 1.868254 -0.352503 -0.84 0.47 -0.12
```
Forces are in eV/Å.

Summary:
- Kohn-Sham gap (spin up / spin down) (eV) = 5.9505 / 6.6447
- spin multiplicity = 3
- HOMO level (spin up / spin down) (eV) = -6.011 / -10.840

Record 6
Density functional theory data (the ωB97M-V functional and the def2-TZVPD basis) for 2 unconnected molecules or ions with the total composition C4H11NO3 in a non-equilibrium geometry.

The geometry in XYZ format:
```
19
Properties=species:S:1:pos:R:3:forces:R:3
C -0.046080 -1.630059 0.472524 -0.73 1.06 -0.53
N 0.112917 -0.164971 0.509755 -0.49 0.06 0.50
C 0.884079 0.349888 1.624821 0.88 -0.35 0.80
C -1.176979 0.529480 0.292498 0.88 -0.86 -0.28
C -1.237250 0.936233 -1.168561 -0.15 -0.58 -0.45
O -0.481781 1.654304 -1.744530 0.00 0.61 0.10
O -2.204057 0.221791 -1.819295 -0.55 0.34 0.33
H -0.997438 -1.934912 0.904573 -0.14 -0.07 0.55
H 0.753977 -2.122708 0.997876 0.41 -0.21 -0.20
H -0.162873 -1.897932 -0.576132 0.54 -0.47 -0.07
H 1.954131 0.199213 1.439081 -0.07 0.39 -0.30
H 0.671942 1.401256 1.779555 0.22 0.19 -0.23
H 0.792977 -0.116637 2.626948 -0.82 -0.24 -0.36
H -1.266903 1.370011 0.969094 -0.06 0.30 -0.16
H -1.991924 -0.164534 0.456199 -0.34 -0.02 0.28
H -2.424398 0.645815 -2.663818 0.48 -0.12 0.02
O 2.464135 0.587584 -1.375630 -0.10 -0.43 0.15
H 1.676116 0.346656 -0.848848 0.12 0.16 -0.28
H 2.679408 -0.210476 -1.876111 -0.06 0.23 0.12
```
Forces are in eV/Å.

Summary:
- Kohn-Sham gap (eV) = 9.7190
- structure (SMILES) = CN(C)CC(=O)O.O
- HOMO level (eV) = -9.062

ΔE to the lowest compared entry with this formula, charge and spin per entry: 0.0, 189.7, 495.2, 189.9, 242.3, 154.0 kJ/mol